Record 1
# C20H40BiNP3S2

A structure of composition C20H40BiNP3S2 at a distorted geometry (wB97M-V/def2-TZVPD, OMol25).

```
! RIJCOSX wB97M-V def2-TZVPD def2/J DEFGRID3
* xyz 3 1
Bi 0.1265 -0.3599 -0.1153
P 1.5047 -2.4611 0.9708
P 2.1778 0.0975 -2.0617
P -1.2071 0.1097 2.3186
H -0.6722 1.8024 -4.8104
C -1.4650 2.2105 -4.1742
C -1.2460 3.2229 -3.3219
H -0.2601 3.6859 -3.2120
C 0.8802 -4.0870 0.4097
C 3.2937 -2.5773 0.6237
C 1.4249 -2.5897 2.7916
C 1.8656 1.5481 -3.1263
C 3.8811 0.4061 -1.4554
C 2.4042 -1.2663 -3.2566
C -2.1400 1.6701 2.1440
C -0.3847 0.3073 3.9372
C -2.5188 -1.1207 2.6407
H -2.4663 1.7871 -4.3070
H -2.0594 3.6713 -2.7429
H 1.5138 -4.8798 0.8360
H 0.9152 -4.1520 -0.6862
H -0.1578 -4.2337 0.7373
H 3.6569 -3.5536 0.9783
H 3.8428 -1.7830 1.1474
H 3.4891 -2.4991 -0.4549
H 1.9943 -3.4752 3.1121
H 0.3828 -2.6992 3.1240
H 1.8600 -1.6975 3.2637
H 2.2868 1.3626 -4.1249
H 2.3694 2.4208 -2.6872
H 0.7959 1.7780 -3.2318
H 4.5938 0.2264 -2.2743
H 4.1320 -0.2541 -0.6138
H 3.9698 1.4505 -1.1263
H 3.2673 -1.0493 -3.9036
H 1.4973 -1.3655 -3.8702
H 2.5756 -2.2141 -2.7248
H -2.8230 1.7821 3.0000
H -2.7226 1.6613 1.2109
H -1.4416 2.5197 2.1204
H -1.1090 0.7232 4.6528
H 0.4775 0.9834 3.8698
H -0.0338 -0.6652 4.3055
H -3.2994 -0.6604 3.2646
H -2.0949 -1.9892 3.1654
H -2.9611 -1.4638 1.6943
C -3.0642 -0.9887 -1.3174
C -4.3141 -1.6419 -1.2873
C -5.4804 -0.9208 -1.5147
C -5.4278 0.4577 -1.7621
C -4.1934 1.1185 -1.7551
C -3.0203 0.4018 -1.5306
S -1.6216 -1.9424 -1.0736
H 1.6651 1.4275 0.6233
H -4.3308 -2.7147 -1.0894
H -6.4399 -1.4372 -1.5083
H -6.3394 1.0220 -1.9613
H -4.1288 2.1920 -1.9418
H -2.0498 0.9021 -1.5309
S 3.2102 2.0307 3.7119
C 2.3167 3.4140 3.1013
C 1.7369 3.1424 1.9033
N 2.0321 1.8379 1.4953
C 2.7750 1.1032 2.3728
H 2.2673 4.3588 3.6246
H 1.1368 3.7921 1.2700
H 3.1544 0.1147 2.1327
*
```

The energy relative to the best compared isomer or geometry (same formula, charge and spin) is 0.0 kcal per mole. The calculation puts the total energy at -78229.408 eV. The largest force on an atom is 2.112 eV/A. The HOMO energy is -15.976 eV. The frontier orbital gap comes out at 6.312 eV.

In the natural (NBO) picture, each atom carries the following charge in e: 0.76 1.02 0.84 0.87 0.20 -0.38 -0.42 0.19 -0.94 -0.95 -0.95 -0.96 -0.94 -0.93 -0.94 -0.94 -0.94 0.22 0.21 0.28 0.27 0.28 0.29 0.24 0.27 0.29 0.27 0.24 0.28 0.25 0.27 0.28 0.23 0.25 0.27 0.27 0.24 0.27 0.27 0.24 0.28 0.22 0.25 0.27 0.25 0.27 -0.26 -0.14 -0.19 -0.17 -0.19 -0.26 -0.04 0.43 0.23 0.25 0.25 0.23 0.19 0.70 -0.37 -0.03 -0.47 -0.15 0.31 0.28 0.26

Record 2
# C20H40Br2Cl20Hg

A structure of composition C20H40Br2Cl20Hg at a distorted geometry (wB97M-V/def2-TZVPD, OMol25).

```
! RIJCOSX wB97M-V def2-TZVPD def2/J DEFGRID3
* xyz 0 1
Hg -0.6293 -0.4351 0.5213
Br -0.6118 -2.4951 1.9354
Br -0.2299 1.5175 -0.8639
Cl 2.9684 -2.4711 1.3881
C 2.6682 -2.5376 -0.3337
C 3.8740 -2.0490 -1.0712
Cl 4.2213 -0.2705 -0.8063
H 1.7925 -1.9089 -0.5480
H 2.4735 -3.4933 -0.7217
H 3.8196 -2.1602 -2.1404
H 4.8190 -2.5453 -0.7454
Cl 0.5822 -5.5034 -1.2919
C 1.0502 -6.0082 0.3547
C -0.1906 -6.1622 1.2411
Cl 0.2750 -6.8589 2.9213
H 1.6707 -5.2294 0.7902
H 1.4452 -7.0055 0.2132
H -0.8793 -6.8168 0.7795
H -0.6471 -5.1972 1.3657
Cl 2.1652 -2.0405 6.2157
C 0.7200 -1.1932 6.6581
C -0.1014 -0.9281 5.4912
Cl -1.6455 -0.0902 6.0822
H 1.0490 -0.3026 7.1421
H 0.1612 -1.7558 7.4023
H -0.4246 -1.8661 5.1322
H 0.3507 -0.2563 4.7581
Cl -4.2519 -0.2012 1.1730
C -4.8707 1.0860 2.3214
C -3.6866 2.0406 2.4457
Cl -2.1431 1.1922 2.9708
H -5.1454 0.4962 3.2162
H -5.7173 1.5454 1.7451
H -3.8361 2.7516 3.2334
H -3.4797 2.6070 1.5403
Cl -2.0829 5.4920 2.9771
C -0.3571 5.2266 2.7378
C -0.0992 4.5369 1.3273
Cl -0.0301 5.7499 0.0163
H 0.0776 4.5361 3.4672
H 0.1954 6.1383 2.7504
H -0.9575 3.8816 1.1722
H 0.7924 3.9654 1.2819
Cl -4.0276 0.5244 -2.7422
C -3.4045 2.1928 -3.1241
C -3.6722 3.1369 -1.9746
Cl -5.3538 3.8245 -2.0352
H -3.8948 2.4008 -4.0970
H -2.3298 2.0632 -3.2741
H -3.0852 4.0778 -2.0596
H -3.5657 2.7269 -1.0002
Cl 0.6892 -2.3085 -3.1382
C 0.2974 -0.8259 -4.0431
C 1.2168 -0.5462 -5.1931
Cl 2.9204 -0.2946 -4.7336
H 0.1557 -0.0231 -3.2876
H -0.6986 -1.0588 -4.4392
H 0.7580 0.2966 -5.7302
H 1.1837 -1.3581 -5.8972
Cl 1.6896 1.8938 3.0000
C 3.2543 1.2457 2.3766
C 4.1146 2.3752 2.0096
Cl 3.5842 3.3274 0.6445
H 2.9544 0.6250 1.5362
H 3.7278 0.6368 3.1971
H 5.0912 1.9530 1.7269
H 4.2065 2.9600 2.8781
Cl 4.4103 3.6439 -4.7970
C 3.6943 3.8686 -3.2393
C 2.3752 3.1443 -2.9767
Cl 1.0115 3.6228 -4.0485
H 3.4993 4.9287 -3.0681
H 4.3644 3.5758 -2.4362
H 2.0582 3.2474 -1.9757
H 2.4416 2.0723 -3.0966
Cl -2.8077 -2.8024 -1.0317
C -3.4810 -3.4325 -2.6297
C -2.7819 -4.7457 -2.9783
Cl -3.0489 -5.9566 -1.6647
H -3.2806 -2.6997 -3.4200
H -4.5556 -3.5327 -2.4678
H -1.6896 -4.6407 -3.1122
H -3.1751 -5.1205 -3.9034
*
```

The calculation puts the total energy at -416101.404 eV. The largest force on an atom is 2.832 eV/A. The HOMO energy is -10.235 eV. The frontier orbital gap comes out at 9.375 eV.

In the Löwdin picture, each atom carries the following charge in e: 0.45 -0.03 0.02 0.57 -0.73 -0.61 0.52 0.01 0.02 0.04 0.08 0.56 -0.62 -0.59 0.47 0.04 0.06 0.04 -0.03 0.61 -0.75 -0.62 0.48 0.06 0.08 0.03 0.04 0.45 -0.54 -0.60 0.44 0.08 0.09 0.05 0.05 0.57 -0.64 -0.68 0.53 0.06 0.05 0.01 -0.03 0.49 -0.62 -0.63 0.51 0.07 0.03 0.08 0.02 0.57 -0.65 -0.65 0.57 0.02 0.07 0.09 0.06 0.55 -0.63 -0.71 0.62 0.00 0.11 0.09 0.05 0.59 -0.71 -0.67 0.51 0.07 0.06 -0.01 0.01 0.42 -0.58 -0.63 0.51 0.06 0.07 0.04 0.06

Record 3
# C20H40BrCl14NO5P

A cluster of 8 separate species, C20H40BrCl14NO5P in total at a distorted geometry (wB97M-V/def2-TZVPD, OMol25).

```
! RIJCOSX wB97M-V def2-TZVPD def2/J DEFGRID3
* xyz -1 1
C 3.6629 -0.2472 0.6872
O 2.9181 -1.2579 0.0378
C 1.5724 -0.8866 -0.1605
N 0.7644 -1.3596 0.9690
C -0.0835 -0.2933 1.5990
C -1.1439 0.3495 0.6725
C -1.4952 1.8132 0.9688
O -0.8312 2.7097 0.0924
C 0.8814 0.7113 2.2620
O 1.4004 1.6284 1.5758
O 1.0601 0.5204 3.4861
P -0.0035 -2.8205 0.6421
O -1.0385 -3.0970 1.8978
Br -1.4629 -2.6065 -1.1613
H 3.4703 0.7513 0.2950
H 4.7230 -0.4536 0.5279
H 3.5017 -0.2240 1.7671
H 1.2826 -1.4001 -1.0813
H 1.4563 0.1778 -0.3185
H -0.6214 -0.7566 2.4171
H -2.0632 -0.2206 0.8242
H -0.9110 0.2115 -0.3812
H -2.5618 1.9525 0.7767
H -1.3333 2.0855 2.0125
H -0.1264 2.2333 -0.3474
H -0.4933 -2.9687 2.6897
Cl -0.9913 -6.2689 0.9843
C -0.5184 -6.6944 2.6475
C -1.7051 -7.0224 3.5142
Cl -2.6914 -5.5809 3.8576
H 0.0550 -5.8666 3.0590
H 0.1360 -7.5617 2.5734
H -1.3688 -7.4084 4.4755
H -2.3417 -7.7700 3.0474
Cl 4.2531 2.3373 -1.4663
C 3.2644 3.3409 -2.5646
C 1.8040 3.2926 -2.1849
Cl 1.0925 1.6916 -2.5114
H 3.4392 2.9923 -3.5730
H 3.6361 4.3558 -2.4879
H 1.2430 4.0087 -2.7748
H 1.6559 3.5250 -1.1305
Cl 2.1709 4.0649 -5.2614
C 1.1900 5.0601 -6.3680
C -0.2761 5.0149 -6.0196
Cl -0.9911 3.4164 -6.3384
H 1.3681 4.7123 -7.3825
H 1.5573 6.0820 -6.2853
H -0.8198 5.7344 -6.6300
H -0.4445 5.2554 -4.9724
Cl -6.7652 -4.9746 0.2288
C -5.1512 -4.2273 -0.0008
C -4.6200 -3.6299 1.2721
Cl -5.5466 -2.1885 1.7766
H -5.2324 -3.4826 -0.7872
H -4.4830 -5.0162 -0.3420
H -3.5890 -3.3099 1.1243
H -4.6421 -4.3455 2.0888
Cl -7.5605 -3.0474 -2.0898
C -7.7868 -1.9016 -3.4319
C -6.5276 -1.7376 -4.2419
Cl -5.2496 -0.9004 -3.3292
H -8.1192 -0.9538 -3.0155
H -8.5821 -2.2980 -4.0623
H -6.7327 -1.1369 -5.1272
H -6.1353 -2.6994 -4.5632
Cl 6.9155 5.6319 -2.2442
C 6.4681 6.7780 -0.9544
C 5.7320 6.1040 0.1744
Cl 4.1168 5.5524 -0.3196
H 5.8701 7.5681 -1.4014
H 7.3934 7.2145 -0.5811
H 5.5933 6.8078 0.9939
H 6.2782 5.2423 0.5505
Cl 4.0182 -3.0928 6.5770
C 3.3878 -1.4805 6.1224
C 1.8922 -1.3912 6.2555
Cl 1.0541 -2.3743 5.0440
H 3.7045 -1.2699 5.1046
H 3.8593 -0.7598 6.7882
H 1.5740 -0.3613 6.0926
H 1.5574 -1.7082 7.2409
*
```

The calculation puts the total energy at -287765.934 eV. The largest force on an atom is 2.631 eV/A. The HOMO energy is -4.982 eV. The frontier orbital gap comes out at 6.928 eV.

In the Löwdin picture, each atom carries the following charge in e: -0.13 -0.16 -0.31 -0.24 -0.26 -0.15 -0.24 -0.10 -0.69 -0.04 -0.07 0.60 -0.40 0.17 0.00 0.08 0.08 0.09 0.07 0.11 0.09 0.07 0.11 0.12 -0.01 0.01 0.55 -0.65 -0.66 0.57 0.07 0.07 0.07 0.07 0.60 -0.74 -0.66 0.63 -0.01 0.00 0.03 0.07 0.67 -0.63 -0.66 0.55 0.07 0.07 0.07 0.07 0.49 -0.66 -0.67 0.53 0.02 0.07 0.03 0.03 0.56 -0.66 -0.67 0.55 0.07 0.07 0.07 0.07 0.54 -0.67 -0.65 0.61 0.06 0.07 0.07 0.07 0.50 -0.65 -0.66 0.57 0.07 0.07 0.07 0.06